Entry 1:
A single C5H8O2 molecule. Source: the Open Molecules 2025 dataset; level of theory: ωB97M-V/def2-TZVPD.

Properties
Multiplicity ... 1
Relative energy (zero: lowest compared OMol25 entry of this formula, charge and spin) ... 116.9 kJ/mol
SMILES string ... C=C(C)[C@H](O)C=O
Max |F| ... 0.5 eV/Å
E_HOMO ... -9.676 eV
Gap between HOMO and LUMO ... 0.386 hartree

Geometry (Å):
H (-1.44071, -0.28386, 1.19911)
H (-1.85421, 1.38321, -0.67512)
H (1.54734, 1.99611, 0.92718)
O (-2.03613, -0.27301, -1.82742)
H (2.57663, 0.04131, -0.02000)
C (-0.88622, -0.41602, 0.25694)
C (0.58268, 1.50067, 0.85903)
H (1.78004, -1.41924, 0.61658)
H (1.52527, -0.95724, -1.05679)
H (-0.28260, 2.06136, 1.20792)
C (-1.66379, 0.30609, -0.83336)
H (-1.19106, -1.86652, -0.94074)
O (-0.79842, -1.77471, -0.05440)
C (1.66160, -0.55681, -0.04712)
C (0.47958, 0.25864, 0.38819)

=====

Entry 2:
A molecular structure, C17H28BrF8IrNO8S2Si. Source: the Open Molecules 2025 dataset; level of theory: ωB97M-V/def2-TZVPD.

Properties
Multiplicity ... 1
Relative energy (zero: lowest compared OMol25 entry of this formula, charge and spin) ... 29.7 kJ/mol
Net charge ... -1
Max |F| ... 1.3 eV/Å
E_HOMO ... -6.046 eV
Gap between HOMO and LUMO ... 0.303 hartree

Geometry (Å):
H (5.34401, -4.36209, 0.13369)
H (0.95609, -3.05609, -2.93786)
O (1.27005, 2.51635, -1.47948)
C (3.82594, -3.36159, -1.71836)
H (-1.73491, -4.34591, -2.23515)
O (-2.44383, 2.18886, 1.43474)
F (0.31561, 3.16236, 2.06624)
H (4.15658, -3.39447, 1.01327)
H (3.80928, -2.37519, -1.25731)
H (0.02157, -4.31587, -3.73763)
C (-0.38982, -5.21784, 1.69010)
C (3.62917, -5.82034, -1.40722)
H (1.36639, -3.47749, 2.78520)
H (-0.91492, -5.84891, 0.97221)
S (-1.99998, 1.29462, 0.41126)
F (-0.01865, 4.53188, 0.42767)
F (2.85952, -1.49061, 2.96882)
C (0.70822, 3.49906, 0.85703)
C (2.20412, -0.28826, 2.77594)
H (-1.05402, -2.98988, -1.33854)
Si (1.53308, -4.30230, -0.21786)
C (4.30583, -4.33698, 0.48243)
C (1.76067, -4.47409, 2.64250)
F (3.09229, 0.48862, 2.08412)
H (1.70879, -4.61103, -3.32947)
S (0.54553, 2.08795, -0.33048)
H (-0.55378, -5.64647, 2.68361)
H (-0.36012, -6.66647, -0.92960)
C (-1.08783, -4.07725, -1.39264)
H (3.10536, -5.91308, -2.35926)
H (4.85984, -3.57002, -2.01470)
C (0.29938, -4.69743, -1.63953)
H (1.06556, -6.74028, -1.97049)
H (3.22621, -3.32002, -2.62586)
C (-1.26762, 0.02294, 3.95761)
H (4.70013, -5.92003, -1.61436)
H (2.73483, -6.66626, 1.33728)
H (-0.52177, -6.40887, -2.66205)
F (1.99027, 3.87251, 0.90251)
H (4.18159, -5.15343, 1.19202)
H (-0.83870, -4.22525, 1.70222)
F (-3.79387, 2.32041, -1.21356)
F (-4.42633, 0.56032, -0.12522)
H (2.04847, 0.16771, 3.75828)
H (-1.56354, -4.43899, -0.48545)
O (-2.09318, -2.23537, 4.30365)
C (0.12284, -6.21727, -1.79739)
H (3.33860, -6.66403, -0.77797)
F (-3.07933, 0.36450, -1.80875)
Ir (0.46818, -0.51757, 1.84987)
O (-0.34721, 0.64407, 3.25346)
C (-3.40469, 1.13082, -0.76842)
C (1.12402, -5.16823, 1.43277)
C (-1.33030, -1.51462, 3.71743)
O (-1.67086, -0.05873, 0.80458)
C (3.37932, -4.45805, -0.73672)
N (-0.96997, 1.92622, -0.62320)
H (1.33833, -7.12046, 2.30416)
O (-0.44230, -1.95219, 2.83985)
H (1.50482, -5.05380, 3.53631)
C (1.64695, -6.61627, 1.38257)
Br (1.26672, -1.99838, -0.11189)
O (-1.97812, 0.55499, 4.76963)
H (1.24291, -7.19110, 0.54550)
C (0.79220, -4.13452, -2.98088)
O (1.09293, 0.91484, 0.35204)
H (2.84538, -4.41186, 2.58525)

=====

Entry 3:
3 unconnected molecules or ions with the total composition C4H13NO4. Source: the Open Molecules 2025 dataset; level of theory: ωB97M-V/def2-TZVPD.

Properties
Multiplicity ... 1
Relative energy (zero: lowest compared OMol25 entry of this formula, charge and spin) ... 120.2 kJ/mol
SMILES string ... CC[C@@H](N)C(=O)O.O.O
Max |F| ... 3.0 eV/Å
E_HOMO ... -9.873 eV
Gap between HOMO and LUMO ... 0.382 hartree

Geometry (Å):
H (-1.50074, -1.06367, -1.07792)
O (2.06087, 2.97052, 0.61800)
N (-1.06392, -1.62507, 0.84680)
H (1.00503, -0.89210, -1.71285)
C (-0.68984, -0.92972, -0.35215)
H (1.21018, 2.64081, 0.97767)
C (-0.62383, 0.60378, -0.20601)
H (1.60168, -1.13292, -0.33565)
H (-0.27588, -1.86235, 1.43603)
H (-1.70324, -1.13349, 1.46044)
O (-0.21974, 1.29028, 0.70938)
H (-2.45995, 2.99687, 1.41056)
C (0.71622, -2.93047, -1.11359)
O (-1.61134, 3.38239, 1.66263)
C (0.67408, -1.45532, -0.81626)
H (2.72141, 3.06440, 1.33018)
H (1.76196, -3.27651, -1.19282)
O (-0.95260, 1.17956, -1.35385)
H (0.39885, -3.44884, -0.20314)
H (-0.86492, 2.78085, 1.56629)
H (0.41985, -3.21853, -2.12132)
H (-0.60414, 2.05953, -1.53241)

=====

Entry 4:
A molecular structure, C34H27BrIO4PPd. Source: the Open Molecules 2025 dataset; level of theory: ωB97M-V/def2-TZVPD.

Properties
Multiplicity ... 1
Relative energy (zero: lowest compared OMol25 entry of this formula, charge and spin) ... 0.0 kJ/mol
Net charge ... -2
Max |F| ... 1.3 eV/Å
E_HOMO ... -1.097 eV
Gap between HOMO and LUMO ... 0.188 hartree

Geometry (Å):
C (2.33743, -1.52120, 3.69045)
H (1.40961, 4.33869, 0.20177)
H (-3.34086, 1.78502, -6.03482)
C (2.14441, -1.71952, 2.32977)
C (4.27499, -0.25751, -2.06203)
H (2.20702, -2.34735, 4.37463)
C (2.67943, -0.26642, 4.16706)
C (2.28034, -0.66604, 1.43299)
C (-0.91469, 3.06509, -1.78261)
H (-3.13930, 5.23212, -3.25841)
C (3.92601, -0.63626, -0.76613)
C (-1.32067, -3.52993, 6.26278)
H (-4.97098, 2.48359, -6.20881)
H (-1.45599, 5.13471, -1.50233)
O (-1.75019, -2.32753, -0.54249)
C (-1.39403, -2.97661, 7.54002)
H (3.48869, -0.05740, -2.78166)
H (-0.06473, 5.22014, -0.23652)
H (-0.90185, -4.59119, -0.34809)
C (0.32234, 4.27881, 0.13933)
C (4.93975, -0.87248, 0.16090)
C (0.14492, -4.33868, -0.45464)
C (2.80689, -3.60990, -0.75827)
C (-2.21458, 1.98907, -3.58223)
H (-1.78255, -3.54915, 8.37630)
C (-0.01249, 3.03108, -0.66341)
H (3.19905, -5.70555, -0.97715)
H (0.82879, -6.35703, -0.67591)
C (1.11217, -5.31157, -0.64449)
C (6.60759, -0.36534, -1.50448)
Pd (-0.13027, -0.10191, -0.18502)
H (7.64868, -0.25898, -1.78535)
H (-1.65672, -4.55137, 6.09725)
C (2.59866, 0.60128, 1.91988)
H (1.87285, -2.70690, 1.97746)
C (-0.95493, -1.67158, 7.73042)
O (-3.88743, 3.30338, -4.72976)
C (-2.88480, 3.15332, -3.80222)
H (5.85738, 0.18066, -3.44204)
C (-1.15439, 1.88275, -2.59947)
O (-0.51004, 0.81305, -2.52324)
I (-1.93013, 0.46431, 1.66471)
H (2.79054, -0.10228, 5.23057)
H (-0.05212, 4.10882, 1.15035)
C (1.84029, -2.63358, -0.54235)
H (-2.42816, 1.07646, -4.11986)
C (2.44293, -4.94682, -0.81290)
P (2.13439, -0.85205, -0.39851)
H (-0.80006, -3.25494, 4.22136)
C (2.79309, 0.79527, 3.27898)
H (7.04749, -0.92600, 0.52093)
C (5.60587, -0.12155, -2.43269)
C (6.26995, -0.73958, -0.21016)
C (-0.36395, -1.44710, 5.33063)
C (-1.64206, 4.24109, -2.08086)
C (-0.62769, -1.95084, -0.33999)
H (-4.61291, 1.36422, -4.86893)
C (-2.59150, 4.32139, -3.05892)
H (4.68573, -1.15312, 1.17515)
Br (0.20863, 0.88139, 7.09807)
C (-4.21220, 2.16707, -5.49462)
H (2.67071, 1.43837, 1.23448)
H (3.00702, 1.78959, 3.65224)
C (-0.47278, -1.01955, 6.60512)
O (0.56150, 2.01694, -0.23673)
C (-0.82239, -2.77623, 5.20321)
H (-0.99311, -1.19736, 8.70348)
C (0.49843, -2.99315, -0.42879)
H (3.84707, -3.32576, -0.86537)

=====

Entry 5:
A gas-phase ion, C5H14N2 (charge +1). Source: the Open Molecules 2025 dataset; level of theory: ωB97M-V/def2-TZVPD.

Properties
Multiplicity ... 2
Relative energy (zero: lowest compared OMol25 entry of this formula, charge and spin) ... 278.0 kJ/mol
Net charge ... +1
Max |F| ... 5.5 eV/Å
E_HOMO (alpha / beta) ... -13.099 / -13.095 eV
⟨S²⟩ ... 0.75
Gap between HOMO and LUMO (alpha / beta) ... 0.382 / 0.199 hartree

Geometry (Å):
H (1.96980, 0.87387, -1.08911)
C (-2.09413, 0.27312, 0.19981)
H (1.09939, 0.53650, 1.69102)
C (2.94166, -0.80314, -0.16714)
H (2.90594, -1.71664, 0.31046)
H (3.46465, -0.24553, 0.59177)
H (-0.26358, 1.39081, -0.17818)
H (1.37098, -0.66417, -1.82407)
C (1.69051, -0.24096, -0.90076)
H (-2.58572, -0.63023, -0.31201)
H (3.66638, -1.26090, -0.98252)
H (1.51982, -1.15858, 1.80506)
C (-0.67719, 0.41327, -0.37785)
H (-0.25020, -0.68416, 2.02619)
H (-3.92136, 1.10968, -0.00096)
H (-2.13406, 0.14133, 1.31012)
N (-3.04589, 1.30536, -0.28430)
H (-3.15174, 1.16451, -1.33274)
H (-0.63679, 0.31297, -1.51131)
N (0.39329, -0.51803, 0.04725)
C (0.72493, -0.42241, 1.43855)